No. 1
{"formula": "C2H2BeO2", "method": "wB97M-V/def2-TZVPD", "elements": ["Be", "C", "H", "O", "O", "C", "H"], "positions_angstrom": [[1.6987, 0.4303, 0.1268], [-0.5842, 0.7739, -0.1019], [-1.1733, -0.0739, -0.9678], [0.9687, -1.0179, 0.2263], [0.4654, 1.5326, -0.3638], [-0.3286, -0.5917, 0.1885], [-1.0467, -1.0533, 0.8918]], "lowdin_charge": [0.72, -0.33, 0.19, -0.19, -0.18, -0.32, 0.12], "energy_ev": -6599.3621, "relative_energy_kj_mol": 0.0, "multiplicity": 1, "largest_force_ev_per_a": 4.404}

No. 2
{"formula": "C2H2Br2F3N", "method": "wB97M-V/def2-TZVPD", "elements": ["Br", "H", "F", "C", "C", "F", "N", "Br", "F", "H"], "positions_angstrom": [[0.0639, -2.4274, -0.7751], [-1.1231, 1.1128, -0.1720], [1.3390, -0.9999, 1.2491], [0.1452, -0.1740, -0.6564], [0.4218, -0.1228, 0.8713], [-0.6735, -0.5054, 1.5271], [-1.0474, 0.3662, -0.8432], [0.7997, 1.7540, 1.9078], [1.2290, 0.2441, -1.3646], [-1.1546, 0.7525, -1.7440]], "lowdin_charge": [0.53, 0.09, 0.01, -0.71, -0.81, 0.01, 0.13, 0.57, 0.05, 0.11], "energy_ev": -151832.6169, "smiles": "N[C@](F)(Br)C(F)(F)Br", "relative_energy_kj_mol": 90.0, "multiplicity": 1, "largest_force_ev_per_a": 4.080}

No. 3
{"formula": "C2H2Br2FNO", "method": "wB97M-V/def2-TZVPD", "elements": ["H", "O", "H", "C", "C", "N", "Br", "Br", "F"], "positions_angstrom": [[1.2792, 0.7560, -0.6571], [-0.9471, 0.3079, -2.7104], [-0.2116, 1.9387, 1.0384], [0.1446, -1.4253, 0.6642], [-0.2472, 0.7261, -1.8878], [0.4692, 1.2202, -1.0378], [-1.3354, -2.4750, 1.1387], [-0.2606, 0.8442, 1.9574], [1.1089, -1.8927, 1.4943]], "lowdin_charge": [0.07, 0.17, -0.22, -0.70, -0.40, 0.10, 0.64, 0.53, -0.19], "energy_ev": -148443.2900, "relative_energy_kj_mol": 274.9, "multiplicity": 1, "largest_force_ev_per_a": 1.987}

No. 4
{"formula": "C2H2Br2N2O2S", "method": "wB97M-V/def2-TZVPD", "elements": ["N", "S", "H", "N", "Br", "O", "C", "Br", "C", "H", "O"], "positions_angstrom": [[-2.6683, 0.0389, 1.6418], [0.5999, 0.0621, 0.5998], [2.0750, -0.9248, -0.8587], [1.6065, -0.0582, -0.7390], [-1.0712, -1.5653, -1.3456], [0.6949, 1.2395, 1.3550], [-2.0032, 0.0705, 0.7095], [-1.1145, 1.6058, -1.3323], [-1.0362, 0.0607, -0.2938], [2.3486, 0.6439, -0.9677], [0.5684, -1.1731, 1.2310]], "lowdin_charge": [0.23, 0.42, 0.05, -0.10, 0.78, -0.25, -0.43, 0.82, -1.36, 0.11, -0.28], "energy_ev": -160099.7435, "relative_energy_kj_mol": 0.0, "multiplicity": 1, "largest_force_ev_per_a": 3.203}

No. 5
{"formula": "C2H2Br2O", "method": "wB97M-V/def2-TZVPD", "elements": ["H", "Br", "Br", "H", "O", "C", "C"], "positions_angstrom": [[1.2898, 0.7800, -1.0419], [-2.0379, 1.3719, 1.6075], [1.8401, 0.1674, 1.2194], [-0.5047, -1.4749, 0.2940], [-1.1012, -0.5508, -1.3379], [0.8130, 0.3264, -0.2902], [-0.2991, -0.6200, -0.4509]], "lowdin_charge": [0.00, 0.10, 0.75, 0.13, 0.02, -0.53, -0.48], "energy_ev": -144235.4144, "relative_energy_kj_mol": 237.8, "multiplicity": 1, "largest_force_ev_per_a": 4.431}

No. 6
{"formula": "C2H2Br2S2", "method": "wB97M-V/def2-TZVPD", "elements": ["Br", "Br", "C", "C", "S", "S", "H", "H"], "positions_angstrom": [[2.7775, -0.4316, 0.1226], [-2.1200, 0.3619, 0.0845], [1.1565, 0.5878, 0.3991], [-0.5186, -0.5339, -0.4235], [1.2083, 2.1496, -0.1615], [-0.5672, -2.2659, -0.3186], [-1.8246, -2.4599, -0.0663], [-0.1118, 2.5921, 0.3637]], "lowdin_charge": [0.53, 0.57, -1.13, -1.05, 0.63, 0.68, -0.18, -0.05], "energy_ev": -163856.4158, "relative_energy_kj_mol": 469.4, "multiplicity": 1, "largest_force_ev_per_a": 2.691}

No. 7
{"formula": "C2H2Br2S2", "method": "wB97M-V/def2-TZVPD", "elements": ["Br", "C", "H", "S", "S", "C", "H", "Br"], "positions_angstrom": [[1.9924, -1.0133, 1.1962], [-0.6214, -0.3534, -0.1774], [-0.6519, -1.3299, -0.7941], [1.1208, 0.8906, -1.3287], [-0.9644, 1.0468, -1.3583], [0.6787, 0.1849, 0.3184], [0.5208, 0.9807, 1.0109], [-2.0750, -0.4065, 1.1330]], "lowdin_charge": [0.61, -1.17, 0.09, 0.50, 0.48, -1.16, 0.03, 0.62], "energy_ev": -163861.0664, "relative_energy_kj_mol": 20.7, "multiplicity": 1, "largest_force_ev_per_a": 2.466}

No. 8
{"formula": "C2H2Br3Cl3", "method": "wB97M-V/def2-TZVPD", "elements": ["H", "C", "Br", "Cl", "Br", "Br", "Cl", "H", "C", "Cl"], "positions_angstrom": [[15.4954, 8.1125, -2.8758], [16.2285, 7.4654, -3.3574], [17.6212, 7.2081, -1.9671], [19.7436, 6.0300, -3.5365], [15.3798, 5.7788, -4.1951], [16.9934, 8.7949, -4.7373], [18.2075, 5.1867, -5.9505], [17.6349, 6.6308, -4.2682], [18.1725, 5.6858, -4.1907], [17.1811, 4.5319, -3.2788]], "lowdin_charge": [-0.03, -1.23, 0.63, 0.53, 0.56, 0.57, 0.49, -0.22, -1.66, 0.36], "energy_ev": -249796.4208, "relative_energy_kj_mol": 414.0, "multiplicity": 1, "largest_force_ev_per_a": 7.582}

No. 9
{"formula": "C2H2Br3ClS", "method": "wB97M-V/def2-TZVPD", "elements": ["H", "Br", "S", "H", "Br", "C", "Cl", "Br", "C"], "positions_angstrom": [[0.7724, -0.4832, -1.2996], [-1.4553, 0.9396, 1.4619], [1.2032, 1.7081, -0.0365], [-1.0229, -1.4970, 1.6344], [2.3918, -1.0844, 0.4077], [1.3026, 0.0344, -0.5749], [0.3779, 2.5866, -1.6837], [-2.4419, -1.3615, -0.6004], [-1.1279, -0.8425, 0.6912]], "lowdin_charge": [-0.04, 0.49, 0.32, 0.01, 0.66, -1.08, 0.13, 0.55, -1.06], "energy_ev": -235587.4404, "relative_energy_kj_mol": 356.9, "multiplicity": 1, "largest_force_ev_per_a": 2.709}

No. 10
{"formula": "C2H2Br3OP", "method": "wB97M-V/def2-TZVPD", "elements": ["C", "O", "Br", "Br", "Br", "H", "H", "C", "P"], "positions_angstrom": [[0.2355, 0.3994, 1.4198], [-2.0027, -0.3257, -1.2128], [-0.4549, 1.8362, -1.8848], [2.3982, -0.2821, -0.9140], [-0.1733, -2.6213, 0.0308], [0.8815, 1.2875, 1.4905], [-0.4094, 0.2642, 2.2300], [-0.8896, 0.0131, -1.2284], [0.4147, -0.5714, 0.0688]], "lowdin_charge": [-0.32, -0.02, 0.58, 0.34, 0.46, 0.02, -0.02, -0.98, -0.06], "energy_ev": -223569.1026, "smiles": "C=P(Br)(Br)C(=O)Br", "relative_energy_kj_mol": 173.6, "multiplicity": 1, "largest_force_ev_per_a": 2.379}

No. 11
{"formula": "C2H2BrCl", "method": "wB97M-V/def2-TZVPD", "elements": ["C", "Br", "Cl", "H", "C", "H"], "positions_angstrom": [[-0.0630, 0.3470, 0.7587], [1.3514, 1.1316, 1.6395], [-1.2293, -1.1245, -1.5277], [1.0880, -0.3041, -1.2886], [0.1243, -0.4026, -0.9125], [-1.0895, 0.5842, 1.1418]], "lowdin_charge": [-0.64, 0.63, 0.62, -0.01, -0.61, 0.01], "energy_ev": -84666.9819, "smiles": "Cl/C=C/Br", "relative_energy_kj_mol": 318.4, "multiplicity": 1, "largest_force_ev_per_a": 8.539}

No. 12
{"formula": "C2H2BrF3", "method": "wB97M-V/def2-TZVPD", "elements": ["F", "F", "H", "Br", "H", "C", "C", "F"], "positions_angstrom": [[1.4362, -1.2974, 0.6599], [-0.5435, 1.8712, 0.0834], [-1.1187, 0.4413, 1.5988], [-2.4561, 0.0756, -0.4181], [0.6741, -1.3774, -1.1950], [1.0208, -0.6506, -0.4403], [-0.9091, 0.6746, 0.5472], [1.8963, 0.2626, -0.8359]], "lowdin_charge": [0.04, -0.05, 0.05, 0.65, 0.13, -0.26, -0.62, 0.07], "energy_ev": -80296.4465, "s_squared": 2.0060, "relative_energy_kj_mol": 18.2, "multiplicity": 3, "largest_force_ev_per_a": 2.777}

No. 13
{"formula": "C2H2BrF3O", "method": "wB97M-V/def2-TZVPD", "elements": ["Br", "C", "F", "F", "H", "C", "F", "O", "H"], "positions_angstrom": [[-2.9946, -1.0137, -0.0625], [0.6416, 0.9418, -0.1450], [1.0497, 1.4073, -1.3415], [-0.4635, 1.6630, 0.1615], [-0.1331, -1.8922, 0.8783], [0.3242, -0.4715, -0.2618], [1.5041, 1.3735, 0.8319], [0.5060, -1.1562, 0.8038], [-0.4344, -0.8520, -0.8647]], "lowdin_charge": [-0.04, -0.57, 0.14, 0.12, 0.13, -0.07, 0.14, 0.12, 0.03], "energy_ev": -82345.9980, "relative_energy_kj_mol": 268.1, "multiplicity": 1, "largest_force_ev_per_a": 3.772}

No. 14
{"formula": "C2H2BrN3", "method": "wB97M-V/def2-TZVPD", "elements": ["C", "N", "H", "Br", "N", "N", "H", "C"], "positions_angstrom": [[-1.1930, 0.6270, 0.3997], [-1.2926, -0.5318, 0.0459], [2.5535, -0.8474, -1.0858], [2.1974, 0.3655, -0.5216], [0.2337, -2.3940, -0.3110], [-1.3296, 1.7871, 0.6180], [-0.7020, 2.4993, 0.9849], [-0.4674, -1.5056, -0.1301]], "lowdin_charge": [-0.28, 0.15, -0.29, 0.39, 0.13, 0.22, 0.11, -0.42], "energy_ev": -76617.5122, "smiles": "N#CN=C=N.Br", "relative_energy_kj_mol": 96.7, "multiplicity": 1, "largest_force_ev_per_a": 1.216}

No. 15
{"formula": "C2H2BrO2S", "method": "wB97M-V/def2-TZVPD", "elements": ["C", "O", "H", "S", "Br", "C", "H", "O"], "positions_angstrom": [[1.3485, 1.6226, 0.2193], [1.4779, 2.2710, -0.8294], [0.7708, -0.1496, -0.9108], [-1.3050, -1.3611, 0.4469], [2.8376, -0.8993, 0.0535], [1.4349, 0.1441, -0.1235], [-0.5034, -0.5174, 0.8648], [1.1391, 1.8567, 1.3999]], "lowdin_charge": [-0.85, 0.00, 0.00, 0.13, 0.82, -0.59, -0.51, 0.00], "charge": -1, "energy_ev": -87077.5872, "relative_energy_kj_mol": 363.0, "multiplicity": 1, "largest_force_ev_per_a": 3.763}

No. 16
{"formula": "C2H2BrO2S", "method": "wB97M-V/def2-TZVPD", "elements": ["S", "O", "H", "O", "C", "H", "C", "Br"], "positions_angstrom": [[-1.3094, 0.2263, -0.7994], [1.7460, -1.3632, 0.9800], [0.3861, -1.1880, -1.4399], [0.2943, 0.2091, 1.6371], [0.8082, -0.6927, 0.6115], [-0.4794, 0.6307, 1.4458], [0.0753, -0.5965, -0.5649], [-1.5211, 2.7742, -1.8701]], "lowdin_charge": [0.53, 0.07, 0.05, -0.01, -0.58, -0.04, -0.59, -0.44], "charge": -1, "energy_ev": -87080.8486, "smiles": "[O-]/C(O)=C/SBr", "relative_energy_kj_mol": 48.3, "multiplicity": 1, "largest_force_ev_per_a": 5.625}

No. 17
{"formula": "C2H2BrO2S2", "method": "wB97M-V/def2-TZVPD", "elements": ["H", "S", "O", "C", "Br", "O", "H", "S", "C"], "positions_angstrom": [[-0.9993, 1.5990, -0.7254], [1.5761, -0.8228, -1.5353], [-1.6601, 0.8852, 0.9952], [-1.4248, -0.2575, 0.9745], [1.7101, 0.1886, 1.5022], [-1.4820, -1.3868, 1.0945], [1.3373, -2.0336, -0.9415], [0.3372, 1.7625, -0.9919], [0.6056, 0.0653, -0.3722]], "lowdin_charge": [-0.15, 0.46, 0.05, -0.62, 0.18, 0.16, -0.14, 0.48, -1.42], "charge": -1, "energy_ev": -97915.0668, "relative_energy_kj_mol": 158.8, "multiplicity": 1, "largest_force_ev_per_a": 3.438}

No. 18
{"formula": "C2H2Cl2", "method": "wB97M-V/def2-TZVPD", "elements": ["H", "C", "H", "Cl", "C", "Cl"], "positions_angstrom": [[-1.2750, 0.8959, -0.7537], [-0.5676, 0.8014, 0.0331], [-0.2898, 1.5247, 0.7611], [0.0971, -1.7835, -1.1644], [0.4240, -0.5993, -0.0187], [1.6112, -0.8392, 1.1425]], "lowdin_charge": [0.00, 0.03, 0.00, 0.61, -1.25, 0.62], "energy_ev": -27148.0718, "smiles": "C=C(Cl)Cl", "relative_energy_kj_mol": 242.9, "multiplicity": 1, "largest_force_ev_per_a": 8.684}

No. 19
{"formula": "C2H2Cl2F2", "method": "wB97M-V/def2-TZVPD", "elements": ["C", "F", "Cl", "H", "C", "F", "H", "Cl"], "positions_angstrom": [[0.5340, -0.5451, 0.0284], [-0.5613, 1.3422, 0.9354], [2.1247, 0.1370, -0.3611], [-0.4815, 1.2654, -0.9931], [-0.5849, 0.5079, -0.1370], [0.5911, -0.9276, 1.3121], [0.4841, -1.4555, -0.5050], [-2.1063, -0.3243, -0.2796]], "lowdin_charge": [-0.76, -0.03, 0.66, 0.14, -0.78, -0.02, 0.09, 0.70], "energy_ev": -32585.8634, "smiles": "F[C@H](Cl)[C@H](F)Cl", "relative_energy_kj_mol": 35.0, "multiplicity": 1, "largest_force_ev_per_a": 2.244}

No. 20
{"formula": "C2H2Cl2O2", "method": "wB97M-V/def2-TZVPD", "elements": ["Cl", "H", "H", "C", "Cl", "O", "O", "C"], "positions_angstrom": [[1.3053, 1.7298, -0.0394], [-0.9714, -1.0222, -0.6935], [-1.4739, 0.8277, -0.5557], [-0.7637, -0.0432, -0.1587], [1.7542, -0.9169, -1.1887], [-0.9237, -0.0720, 1.1878], [0.2631, -0.6547, 1.6931], [0.8102, 0.1516, -0.2448]], "lowdin_charge": [0.75, 0.12, 0.16, -0.32, 0.70, -0.22, -0.10, -1.10], "energy_ev": -31239.9603, "relative_energy_kj_mol": 679.8, "multiplicity": 1, "largest_force_ev_per_a": 2.553}